Molecular formula: C41H114CoN12O21
Method: DFT, wB97M-V/def2-TZVPD

- spin multiplicity = 4
- ⟨S²⟩ = 3.76
- HOMO level (spin up / spin down) (eV) = -8.41 / -8.41
- frontier orbital gap (spin up / spin down) (eV) = 7.670 / 7.616

Each line ends with the Mulliken charge.
CARTESIAN COORDINATES (ANGSTROEM)
1 Co 3.720 -2.995 0.079  0.647
2 O -4.174 -4.948 -3.575  -0.441
3 O 1.699 -3.272 0.254  0.007
4 O -0.842 -2.709 -6.318  -0.232
5 O 3.053 4.688 3.735  -0.023
6 O 0.916 -5.370 -1.922  -0.878
7 O 0.002 2.131 8.951  -0.226
8 O -5.087 -3.160 0.565  -0.422
9 O 5.267 -0.656 -2.542  -0.703
10 O 4.005 -5.042 0.281  -0.451
11 O 3.542 -0.984 -0.104  -1.043
12 O -2.514 -6.620 1.005  -0.688
13 O 3.550 -3.441 -1.989  -0.110
14 O -2.411 4.084 -4.263  -0.269
15 O 3.240 0.129 -4.518  -0.501
16 O -1.408 1.852 4.342  -0.509
17 O -10.661 -2.286 -1.809  -0.305
18 O 4.734 -1.622 5.116  -0.196
19 O 2.285 -4.708 2.683  -0.640
20 O 5.739 3.571 -0.245  -0.736
21 O -0.247 4.427 0.901  -0.521
22 O 4.211 7.038 -3.633  -0.368
23 N -8.347 -4.007 -0.864  -0.292
24 N -0.816 3.464 6.533  -0.392
25 N -1.174 -4.118 -3.530  0.063
26 N 5.613 1.531 0.876  -0.326
27 N 3.574 1.266 4.449  -0.166
28 N 3.264 -4.995 -3.630  -0.247
29 N -0.381 -5.751 1.040  -0.192
30 N -1.757 3.616 -1.526  -0.104
31 N 5.096 -3.528 -3.697  -0.338
32 N 3.394 3.644 -3.540  -0.140
33 N 4.061 2.074 -0.774  0.750
34 N -2.305 -4.367 0.830  -0.081
35 C -3.326 -4.848 -2.438  -0.240
36 C 1.233 -1.986 -0.058  -0.167
37 C -1.515 -4.543 -4.922  -0.415
38 C -3.372 3.593 -3.355  -0.741
39 C 3.938 -3.939 -3.071  0.213
40 C -0.597 -2.514 -7.692  -0.889
41 C -10.712 -3.343 -0.867  -0.788
42 C 3.839 2.424 3.595  0.447
43 C -2.267 -3.774 -2.594  0.097
44 C 4.775 0.782 5.120  -0.519
45 C 3.883 3.759 4.343  -0.969
46 C -1.423 3.248 4.214  -0.477
47 C 4.475 -0.470 5.918  -0.761
48 C -11.571 -2.485 -2.840  -0.772
49 C -0.769 2.836 -0.805  -0.991
50 C 4.448 4.663 -3.490  -0.677
51 C -9.427 -3.371 -0.093  -0.396
52 C -0.324 1.291 3.636  -0.161
53 C -6.268 -2.956 -0.158  -0.538
54 C 2.942 5.862 4.461  -0.859
55 C -7.146 -4.189 -0.035  -0.889
56 C 5.185 2.488 -0.035  0.505
57 C -0.487 3.929 5.185  0.173
58 C -5.303 -4.066 -3.548  -0.401
59 C 4.801 -2.772 5.893  -0.824
60 C 0.769 4.823 1.806  -0.784
61 C 3.624 8.217 -3.158  -0.756
62 C 2.342 -0.948 -4.522  -0.680
63 C -2.656 2.815 -2.292  -0.450
64 C -1.772 -5.648 1.028  0.398
65 C 3.851 2.393 -4.132  -1.003
66 C 3.958 5.934 -2.786  -0.308
67 C -0.521 -4.026 -5.921  -0.794
68 C 0.123 4.001 7.515  -0.275
69 C -4.269 -2.001 0.653  -0.996
70 C -2.724 5.368 -4.763  -0.784
71 C 0.301 3.720 -0.208  0.585
72 C 2.172 -0.814 0.263  0.332
73 C -0.179 3.520 8.915  -0.707
74 C -0.335 1.577 10.166  -0.820
75 C 2.733 1.397 -4.093  0.070
76 H 4.952 0.778 1.016  0.054
77 H 1.831 0.119 -0.206  -0.094
78 H -0.172 0.285 4.032  0.353
79 H 2.381 6.681 4.011  0.293
80 H -1.529 -5.637 -4.874  0.339
81 H -5.849 -4.173 -2.600  -0.031
82 H -0.762 -1.458 -7.909  0.251
83 H -4.944 -3.031 -3.620  0.269
84 H -3.949 4.425 -2.936  0.398
85 H 4.676 2.020 -3.511  0.310
86 H 3.726 -5.607 -4.274  0.167
87 H 5.057 1.535 5.861  0.374
88 H 0.289 -1.809 0.468  0.420
89 H -0.253 2.084 -1.433  0.295
90 H 3.852 -3.000 6.387  0.309
91 H -3.436 2.421 -1.630  0.324
92 H -1.209 4.254 -2.095  0.261
93 H 2.349 1.230 -3.076  -0.018
94 H -4.904 -1.237 1.125  0.429
95 H -0.039 -6.690 0.984  0.220
96 H -1.221 -3.137 -8.332  0.370
97 H 3.293 0.539 3.793  0.121
98 H -11.616 -3.219 -0.253  0.447
99 H 0.014 5.093 7.463  0.367
100 H 2.869 5.873 -2.604  0.013
101 H -1.751 -3.774 -1.625  -0.038
102 H 4.921 4.113 4.403  0.443
103 H 0.075 -5.134 -2.384  0.355
104 H -0.111 0.512 10.197  0.236
105 H 5.062 -3.629 5.273  0.224
106 H 4.354 6.000 -1.764  0.384
107 H 2.669 4.036 -4.139  0.266
108 H -0.587 -4.691 -6.793  0.591
109 H -3.655 5.297 -5.337  0.315
110 H 0.184 -4.933 0.870  0.031
111 H 4.585 -0.681 -1.840  0.320
112 H -9.599 -3.932 0.825  0.455
113 H -3.406 -2.153 1.278  0.425
114 H 5.247 -3.807 -4.646  0.182
115 H 3.754 8.962 -3.942  0.270
116 H -0.482 5.021 5.139  0.523
117 H 0.585 3.683 5.047  -0.415
118 H -2.174 1.937 -2.750  0.285
119 H 2.144 -0.698 1.364  0.238
120 H -4.109 2.944 -3.845  0.388
121 H 3.600 3.553 5.389  0.285
122 H 0.606 1.860 3.746  -0.100
123 H 3.124 2.438 2.765  -0.024
124 H 0.177 2.084 10.994  0.312
125 H 4.641 -5.300 0.965  0.289
126 H 3.860 6.257 4.907  0.381
127 H -2.825 6.143 -3.997  0.346
128 H -4.011 -1.647 -0.353  0.260
129 H -1.212 2.272 0.022  0.359
130 H 0.478 -2.649 -7.878  0.335
131 H 6.460 1.632 1.394  0.234
132 H 3.986 1.049 -0.794  -0.342
133 H 1.872 -4.310 1.883  0.211
134 H 2.462 -5.354 -3.124  0.279
135 H -8.108 -3.300 -1.556  0.253
136 H -0.450 -3.411 -3.549  -0.078
137 H -6.052 -2.693 -1.201  0.328
138 H 0.514 -4.113 -5.559  0.252
139 H 3.412 -0.543 6.181  0.354
140 H -11.399 -3.384 -3.432  0.318
141 H -1.788 -3.514 0.914  0.137
142 H 5.582 0.572 4.407  0.287
143 H -3.306 -4.319 0.953  0.161
144 H 1.172 3.828 7.217  0.038
145 H 5.044 -0.506 6.856  0.476
146 H 1.038 -4.652 -1.261  0.181
147 H -3.892 -4.607 -1.529  -0.125
148 H -5.941 -4.389 -4.365  0.341
149 H -6.755 -2.109 0.351  0.511
150 H -0.676 2.457 6.535  0.334
151 H -2.397 3.703 4.406  0.425
152 H 4.780 4.947 -4.499  0.490
153 H 5.743 -2.936 -3.205  0.219
154 H 0.370 5.571 2.496  0.273
155 H 1.598 5.292 1.259  0.498
156 H 2.296 5.643 5.338  0.174
157 H -2.890 -5.840 -2.332  0.353
158 H -2.528 -4.220 -5.168  0.187
159 H -6.552 -5.008 -0.449  0.278
160 H -1.901 5.644 -5.419  0.227
161 H 4.755 -0.450 -3.348  0.395
162 H 1.120 3.078 0.147  -0.162
163 H 1.174 4.017 2.426  0.238
164 H 3.835 -5.840 -0.234  0.256
165 H -7.374 -4.393 1.006  0.418
166 H 4.764 2.299 3.016  -0.115
167 H 0.538 4.119 9.509  0.383
168 H 5.335 4.332 -2.944  0.339
169 H 2.534 8.113 -3.029  0.309
170 H 1.502 -0.813 -5.211  0.493
171 H 3.857 2.652 -1.570  -0.245
172 H 2.298 -5.656 2.514  0.294
173 H 4.276 2.488 -5.146  0.441
174 H -1.194 3.762 9.242  0.373
175 H -0.526 1.191 2.559  0.162
176 H -1.407 1.619 10.420  0.324
177 H 4.010 8.588 -2.203  0.292
178 H 5.611 -2.681 6.629  0.349
179 H 0.945 -1.946 -1.128  -0.146
180 H 0.710 4.425 -0.947  -0.024
181 H -9.206 -2.313 0.113  0.239
182 H -12.610 -2.431 -2.462  0.297
183 H -2.640 -2.766 -2.811  0.360
184 H -10.881 -4.298 -1.384  0.371
185 H 2.862 -1.816 -4.953  0.294
186 H 1.933 1.678 -4.798  0.362
187 H 2.068 -1.286 -3.511  -0.006
188 H -11.621 -1.619 -3.510  0.271
189 H -1.187 3.513 3.174  0.084

Forces on the atoms, in the same order (eV/Å):
Co -1.86 0.96 -1.40
O -0.75 0.09 0.14
O 1.45 0.40 0.30
O -0.15 -0.06 0.12
O -0.01 0.45 -1.09
O -0.16 0.45 0.20
O 0.40 0.02 -0.52
O 1.41 -0.71 0.20
O -0.37 -0.04 -0.04
O 0.98 -0.46 0.66
O -0.07 -1.84 0.19
O 0.48 0.30 0.51
O 0.52 -0.26 -0.92
O 0.17 0.36 0.10
O 0.70 0.10 -0.34
O -0.13 -0.12 0.13
O 0.64 -0.10 -0.13
O 0.38 0.54 -0.30
O 0.03 0.10 -0.34
O -0.47 -1.07 0.55
O 0.27 -0.06 0.12
O 0.27 -0.06 0.59
N -0.32 0.43 0.63
N 0.23 0.09 0.39
N -0.18 -0.49 -0.35
N -1.22 0.56 -1.12
N -0.11 -0.11 -0.79
N 0.42 0.90 0.14
N -1.80 0.57 0.49
N 0.85 0.24 0.47
N -1.42 -0.78 0.53
N 0.26 0.22 -0.19
N 1.17 -0.53 1.74
N 0.26 -1.06 0.37
C -0.26 0.45 -0.55
C -0.81 0.04 -0.79
C -0.09 0.06 1.67
C -0.23 0.15 -0.04
C 0.76 -0.44 0.64
C 0.85 0.93 0.32
C -0.78 -0.39 -0.43
C 0.44 0.17 -0.74
C 1.58 -0.28 0.04
C -0.65 0.05 0.64
C 0.57 -1.10 0.62
C 0.18 1.40 -0.85
C -0.46 -0.70 -0.30
C -1.51 1.08 -0.43
C 0.32 -0.12 0.21
C 0.25 0.56 0.14
C -0.25 0.10 -0.18
C 0.16 -0.55 -0.16
C -0.16 0.67 1.36
C -1.17 0.43 2.29
C 0.65 0.26 -1.33
C 0.31 0.36 -0.94
C 1.27 -0.67 0.88
C 0.97 -0.54 0.49
C 0.33 -0.69 0.23
C 0.14 0.45 -0.15
C -0.67 0.48 -0.35
C 0.24 -0.92 -0.33
C -0.67 -0.52 0.07
C 0.31 0.28 -1.31
C 0.68 0.07 0.40
C -0.93 -0.52 -0.07
C -0.27 -0.72 -0.57
C -0.85 0.53 -0.89
C -1.74 0.59 -0.37
C -0.03 -0.36 -0.51
C -0.15 -0.20 0.67
C 0.64 0.07 0.70
C 0.51 0.80 -0.58
C -0.56 -0.40 1.44
C -0.47 -1.31 -0.30
H 0.55 -0.25 0.24
H -0.39 -0.15 0.13
H 0.07 0.08 0.01
H 0.34 -0.32 -0.95
H 0.03 0.07 -0.50
H 0.04 -0.11 -0.22
H -0.35 -0.08 0.01
H -0.38 0.02 -0.28
H 0.17 0.02 0.24
H -0.09 -0.02 -0.05
H 0.13 0.06 -0.17
H 0.33 0.16 -0.31
H -0.13 0.27 0.23
H -0.16 0.11 -0.17
H -0.02 0.08 0.15
H 0.07 -0.12 0.10
H -0.44 -0.04 -0.39
H -0.17 0.58 -0.11
H 0.39 0.25 -0.03
H 0.23 0.05 -0.15
H 0.04 -0.15 -0.02
H -0.18 -0.13 0.33
H 0.26 0.20 0.33
H -0.03 -0.03 0.35
H 0.02 -0.12 -0.30
H -0.33 0.45 0.03
H -0.04 0.25 -0.18
H 0.34 -0.11 -0.05
H 0.39 0.04 -0.26
H -0.13 0.13 -0.25
H 0.51 0.39 -0.27
H -0.09 -0.13 0.25
H 0.06 0.06 -0.04
H 0.05 0.32 -0.07
H 0.17 -0.23 -0.11
H 0.23 -0.18 -0.07
H 0.17 0.09 0.10
H 0.19 -0.31 0.09
H 0.30 0.03 -0.08
H 0.21 0.12 0.17
H -0.60 0.02 -0.10
H -0.13 -0.10 -0.66
H 0.11 0.05 -0.12
H -0.14 0.23 -0.16
H 0.14 -0.03 -0.21
H -0.34 0.16 -0.04
H -0.07 -0.01 0.15
H -0.45 0.28 0.46
H 0.18 -0.12 0.01
H -0.29 -0.04 -0.04
H 0.32 -0.15 -0.50
H -0.03 -0.22 0.20
H 0.28 -0.04 0.13
H -0.23 0.07 -0.05
H -0.14 -0.39 -0.34
H 0.06 0.13 0.10
H -0.37 0.70 -0.44
H 0.29 0.08 0.34
H -0.37 0.21 0.24
H -0.03 -0.40 -0.32
H -0.29 0.26 0.04
H -0.09 -0.02 0.01
H -0.04 0.20 0.12
H 0.04 0.51 0.18
H 0.03 -0.16 0.15
H 0.34 -0.06 0.21
H 0.21 0.14 0.23
H 0.05 -0.01 -0.07
H 0.00 -0.33 0.32
H 0.22 -0.07 -0.17
H 0.18 -0.27 -0.23
H -0.10 -0.18 -0.07
H -0.05 0.38 -0.12
H -0.32 0.12 -0.51
H -0.35 0.03 -0.07
H -0.32 -0.76 0.11
H -0.01 0.02 0.09
H -0.25 0.50 -0.11
H -0.20 -0.05 -0.14
H 0.04 -0.09 0.14
H 0.25 0.00 0.09
H 0.26 0.10 0.21
H 0.11 0.06 -0.23
H -0.15 -0.29 0.24
H -0.09 0.07 -0.11
H 0.11 0.01 0.25
H 0.04 0.09 -0.15
H -0.13 -0.19 -0.33
H -0.20 0.39 -0.28
H -0.13 -0.06 0.04
H 0.20 0.02 0.39
H -0.11 -0.71 0.61
H -0.22 -0.53 -0.07
H 0.10 -0.23 0.02
H -0.31 0.37 0.45
H -0.22 -0.03 -0.27
H -0.16 0.09 0.08
H -0.28 0.06 0.02
H -0.05 0.16 -0.19
H -0.16 0.20 0.08
H -0.05 0.34 -0.38
H 0.32 -0.17 -0.07
H -0.19 0.00 0.22
H 0.29 0.00 -0.02
H 0.01 -0.05 0.03
H 0.07 -0.16 0.49
H 0.14 -0.76 0.16
H -0.47 -0.16 0.12
H 0.33 0.02 -0.04
H 0.24 0.28 0.08
H -0.10 0.10 0.42
H -0.37 0.46 -0.09
H 0.84 -0.06 0.01
H 0.09 0.08 0.09